{
  "formula": "C5H8O2",
  "method": "the ωB97M-V functional and the def2-TZVPD basis",
  "elements": ["C", "C", "O", "C", "C", "C", "O", "H", "H", "H", "H", "H", "H", "H", "H"],
  "positions_angstrom": [[1.48, -0.53, -1.38], [0.06, -0.46, -0.90], [-0.88, -0.88, -1.52], [-0.10, 0.10, 0.57], [-1.31, -0.51, 1.26], [-0.21, 1.59, 0.40], [0.16, 2.17, -0.59], [1.53, -1.02, -2.36], [1.85, 0.50, -1.48], [2.12, -1.05, -0.67], [0.82, -0.08, 1.14], [-2.21, -0.26, 0.71], [-1.23, -1.59, 1.29], [-1.40, -0.13, 2.27], [-0.69, 2.12, 1.24]],
  "lowdin_charge": [-0.01, -0.42, 0.11, -0.27, -0.06, -0.22, 0.07, 0.09, 0.09, 0.09, 0.15, 0.09, 0.09, 0.08, 0.13],
  "e_tot_ev": -9409.1820,
  "orbital_gap_ev": 10.47,
  "homo_energy_ev": -9.7,
  "multiplicity": 1,
  "charge": 0,
  "de_lowest_kcal_mol": 14.99,
  "smiles": "CC(=O)[C@H](C)C=O"
}